Entry 1:
Here is an isolated molecule of C29H37N5O5 from the OMol25 dataset. Energies are from the ωB97M-V functional and the def2-TZVPD basis.

The value obtained for the LUMO energy is -0.0132 hartree. The charge is 0. Its spin multiplicity is 1.

Last column: Löwdin charge in e.
Positions of all 76 atoms, in Å:
C -1.395111 2.960254 6.631754  -0.072
O -0.620414 2.184621 5.743959  -0.064
C -0.922909 2.089913 4.423515  -0.195
C -0.103650 1.209589 3.718649  0.013
C -0.265183 0.980247 2.370135  -0.019
C -1.268948 1.649413 1.686035  -0.175
N -1.428350 1.414507 0.296157  0.028
N -0.291775 1.184273 -0.342937  0.159
C -0.248119 0.897105 -1.606743  -0.114
C 1.127021 0.670630 -2.147305  -0.409
O 1.366433 0.452214 -3.329076  0.041
N 2.086540 0.721201 -1.208208  0.087
C 3.500837 0.687662 -1.500389  -0.062
C 4.077788 -0.723269 -1.757425  -0.498
O 5.017994 -1.152226 -1.122539  0.050
N 3.475521 -1.350769 -2.773006  0.078
C 3.902605 -2.627950 -3.286720  -0.167
C 2.771069 -3.656943 -3.329087  -0.159
C 2.540578 -4.362198 -1.991704  -0.205
N 1.985404 -3.505942 -0.957275  -0.149
C 2.288719 -4.033150 0.362976  -0.170
C 1.819352 -3.088516 1.469892  -0.336
C 2.633574 -1.798693 1.445065  -0.051
C 0.317414 -2.841046 1.315863  -0.139
C -0.014135 -2.356342 -0.093555  -0.356
C -1.520779 -2.201117 -0.279886  -0.050
C 0.552704 -3.339230 -1.116850  -0.159
C -1.445508 0.807817 -2.402616  -0.088
C -1.480715 0.502227 -3.768867  0.000
C -2.685333 0.429637 -4.430954  -0.053
C -3.885104 0.655906 -3.758575  -0.057
C -3.872388 0.957544 -2.416319  0.001
C -2.660529 1.038728 -1.727551  -0.070
C -2.688751 1.350599 -0.299220  -0.352
O -3.706755 1.529801 0.341376  0.081
C -2.084985 2.547988 2.359230  0.058
C -1.938149 2.771912 3.721478  -0.176
O -2.738405 3.642784 4.410070  -0.111
C -3.814993 4.250087 3.735341  -0.070
H -0.936084 2.810677 7.608964  0.094
H -2.432965 2.622952 6.662168  0.096
H -1.366805 4.020515 6.374172  0.094
H 0.664655 0.698892 4.276717  0.123
H 0.368881 0.283222 1.848071  0.081
H 1.784497 0.900245 -0.261296  0.123
H 4.044677 1.126229 -0.663961  0.131
H 3.685827 1.277535 -2.405892  0.134
H 2.717813 -0.875981 -3.254135  0.104
H 4.716051 -2.974443 -2.645837  0.119
H 4.292308 -2.481804 -4.302226  0.120
H 3.029577 -4.422582 -4.063253  0.110
H 1.857660 -3.166651 -3.668487  0.101
H 3.507196 -4.730959 -1.639756  0.119
H 1.892329 -5.243132 -2.161136  0.121
H 3.371906 -4.154636 0.436728  0.126
H 1.819162 -5.025405 0.509765  0.130
H 1.989352 -3.587462 2.431444  0.138
H 2.259235 -1.091010 2.182237  0.068
H 3.676028 -2.009282 1.669722  0.086
H 2.596551 -1.355759 0.455804  0.047
H -0.025626 -2.114982 2.056105  0.109
H -0.216929 -3.777386 1.500029  0.123
H 0.464363 -1.388104 -0.258245  0.105
H -2.021781 -3.157126 -0.140956  0.084
H -1.927310 -1.499286 0.445845  0.077
H -1.752317 -1.838987 -1.280294  0.073
H 0.354455 -2.960147 -2.122567  0.120
H 0.027970 -4.310380 -1.013009  0.135
H -0.553497 0.329235 -4.289327  0.103
H -2.700868 0.193448 -5.484679  0.108
H -4.821779 0.593977 -4.291848  0.107
H -4.782718 1.136560 -1.864682  0.120
H -2.848565 3.067809 1.809311  0.103
H -3.466507 4.938702 2.959144  0.099
H -4.483445 3.506774 3.291675  0.102
H -4.351601 4.812586 4.498159  0.096

Forces on atoms 1 to 6 (eV/Å):
C -0.182 0.232 0.405
O 0.111 -0.107 -0.267
C 0.045 -0.089 -0.177
C -0.211 0.235 0.148
C -0.250 0.052 -0.163
C 0.111 0.065 0.832


Entry 2:
Here is a structure of composition AsF6H18O9 from the OMol25 dataset. Energies are from the ωB97M-V functional and the def2-TZVPD basis.

The value obtained for the LUMO energy is 0.0927 hartree. The charge is -1. For the energy above the lowest of the compared OMol25 structures with the same formula, charge and spin, the calculation gives 19.6 kJ/mol. Its spin multiplicity is 1.

Last column: Löwdin charge in e.
Positions of all 34 atoms, in Å:
As 9.767206 -5.582605 -10.754082  0.801
F 10.401049 -7.195096 -10.523158  -0.231
F 10.832505 -5.300300 -12.073283  -0.214
F 9.145656 -3.929309 -10.926236  -0.266
F 8.685442 -5.860270 -9.407355  -0.231
F 11.033197 -5.034808 -9.664976  -0.253
F 8.521831 -6.194783 -11.821884  -0.238
O 10.765114 -7.161322 -7.359997  -0.066
H 11.228876 -6.558914 -6.769524  0.027
H 10.675453 -6.669355 -8.191029  -0.020
O 13.091278 -3.752527 -8.546780  -0.075
H 12.408792 -3.135403 -8.846825  0.003
H 12.624401 -4.583488 -8.434320  -0.001
O 7.632661 -7.399391 -14.123535  -0.075
H 6.893581 -7.967076 -13.887251  0.021
H 7.947263 -7.036111 -13.274201  -0.007
O 13.745543 -6.638325 -11.251401  -0.046
H 13.410489 -5.754584 -11.045321  0.039
H 14.650036 -6.643974 -10.922588  0.047
O 7.438093 -3.388203 -8.750961  -0.071
H 8.344373 -3.397940 -9.079558  -0.014
H 7.282538 -4.295415 -8.471902  0.020
O 11.988758 -8.115132 -13.020596  -0.083
H 11.286502 -8.059412 -12.363940  -0.003
H 12.707610 -7.596804 -12.625781  -0.013
O 11.458595 -2.082123 -13.782697  -0.058
H 10.969020 -2.836347 -13.429818  0.021
H 11.970560 -1.755568 -13.036451  0.022
O 10.612689 -1.641308 -9.528959  -0.045
H 10.955261 -0.986359 -10.146014  0.040
H 10.083305 -2.238797 -10.076087  0.006
O 7.684287 -2.485504 -12.908524  -0.064
H 7.984629 -3.249318 -12.398948  -0.002
H 7.238504 -1.926650 -12.264127  0.030

Forces on atoms 1 to 6 (eV/Å):
As -0.104 -1.044 0.229
F -0.252 0.339 -0.274
F -0.104 0.126 -0.101
F 0.382 -0.485 0.165
F 0.437 0.350 -0.313
F -0.661 0.190 -0.079


Entry 3:
Here is a structure of composition HN3O from the OMol25 dataset. Energies are from the ωB97M-V functional and the def2-TZVPD basis.

The value obtained for the LUMO energy is -0.0205 hartree. The charge is 0. For the energy above the lowest of the compared OMol25 structures with the same formula, charge and spin, the calculation gives 382.5 kJ/mol. Its spin multiplicity is 1.

Last column: Löwdin charge in e.
Positions of all 5 atoms, in Å:
N 0.823422 0.386945 0.379221  -0.088
N 0.812547 -0.720293 0.928197  0.179
N -0.171136 0.296219 -0.434881  -0.112
O -0.678581 -0.964046 -0.054357  -0.126
H -0.786253 1.001176 -0.818180  0.147

Cartesian forces, eV/Å:
N -0.226 0.621 -0.268
N -2.277 -0.556 -1.356
N -0.119 -1.056 -0.079
O 2.344 0.696 1.351
H 0.278 0.296 0.352


Entry 4:
Here is a cluster of 12 separate species, C30H87N3O12 in total from the OMol25 dataset. Energies are from the ωB97M-V functional and the def2-TZVPD basis.

The value obtained for the LUMO energy is 0.0120 hartree. The charge is 0. For the energy above the lowest of the compared OMol25 structures with the same formula, charge and spin, the calculation gives 275.6 kJ/mol. Its spin multiplicity is 1.

Last column: Löwdin charge in e.
Positions of all 132 atoms, in Å:
C -3.671727 -3.194053 -1.115061  -0.133
O -4.085337 -3.594763 0.139619  -0.166
C -4.083877 -2.606063 1.190009  -0.156
C -4.374807 -3.227163 2.580219  -0.393
C -5.785547 -3.803143 2.687109  -0.061
N -4.182597 -2.237783 3.639819  0.050
H -4.136487 -3.808703 -1.885981  0.090
H -2.582997 -3.184003 -1.166621  0.081
H -4.181047 -2.290323 -1.449701  0.079
H -3.228497 -1.930933 1.215129  0.094
H -4.916887 -1.938163 0.970689  0.116
H -3.704037 -4.053443 2.815639  0.140
H -5.971747 -4.757413 2.194379  0.079
H -6.529097 -3.050933 2.423649  0.080
H -6.033907 -4.125723 3.698229  0.070
H -4.708637 -1.413523 3.386879  0.035
H -4.573227 -2.596853 4.499229  0.096
C -2.396767 0.532657 -0.467781  -0.077
O -0.978947 0.457827 -0.381591  -0.196
C -0.588757 -0.646643 0.373489  -0.203
C 0.949153 -0.575353 0.632509  -0.366
C 1.357813 0.810787 1.193009  -0.051
N 1.608313 -0.762293 -0.651681  0.064
H -2.613307 1.597967 -0.388311  0.083
H -3.018387 0.133487 0.333689  0.065
H -2.628877 0.061977 -1.423121  0.074
H -1.091197 -0.706423 1.338939  0.107
H -0.801357 -1.577033 -0.153081  0.122
H 1.210323 -1.355523 1.347499  0.108
H 2.425523 1.020557 1.257009  0.055
H 0.876663 0.984687 2.155489  0.058
H 0.968883 1.570787 0.515339  0.071
H 1.063223 -0.219303 -1.305991  0.054
H 2.495763 -0.281733 -0.611861  0.040
C -0.318527 1.227907 -6.181931  -0.097
O 0.241233 1.621807 -4.936261  -0.189
C 1.652673 1.605667 -4.840521  -0.202
C 2.179423 1.837957 -3.393851  -0.398
C 1.470233 2.945177 -2.594131  -0.032
N 3.614853 2.158657 -3.415731  0.036
H -1.395667 1.386317 -6.234511  0.083
H -0.148327 0.166857 -6.364401  0.077
H 0.111283 1.667147 -7.082171  0.084
H 2.067143 0.676967 -5.232731  0.110
H 1.987163 2.447717 -5.446461  0.121
H 2.062713 0.845137 -2.959351  0.115
H 1.232853 3.757537 -3.281031  0.079
H 2.032493 3.345307 -1.750421  0.071
H 0.463773 2.611577 -2.341451  0.072
H 3.679713 3.070547 -3.845081  0.086
H 4.120883 1.474277 -3.959491  0.089
C -4.802077 1.715327 4.204249  -0.041
C -4.796767 0.995777 2.781349  -0.318
O -5.807847 0.026457 2.770029  -0.107
H -5.842327 2.021097 4.315939  0.069
H -4.089257 2.536247 4.126259  0.063
H -4.537107 0.933377 4.915899  0.071
H -3.869497 0.436997 2.654709  0.090
H -4.893867 1.772637 2.022949  0.107
H -6.661237 0.453057 2.663519  0.100
C 0.557663 -1.479423 4.421009  -0.089
C -0.931547 -1.683283 4.487099  -0.340
O -1.392027 -2.398933 3.376069  -0.098
H 1.086043 -2.368933 4.077969  0.067
H 0.944103 -1.376353 5.434979  0.077
H 0.904713 -0.668393 3.780789  0.053
H -1.291707 -0.654563 4.476169  0.103
H -1.280947 -2.195383 5.383639  0.112
H -2.346437 -2.295503 3.375019  -0.005
C 3.749553 3.695207 1.617079  -0.072
C 3.435883 5.092787 1.048329  -0.348
O 3.100373 5.876517 2.146659  -0.058
H 3.873123 2.929387 0.851349  0.042
H 2.886003 3.371277 2.197989  0.065
H 4.631773 3.731427 2.256209  0.079
H 2.647773 5.029887 0.297979  0.092
H 4.276663 5.433317 0.443999  0.108
H 3.207533 6.759337 1.785069  0.086
C 4.073703 -1.587063 3.016769  -0.069
C 5.407693 -2.207803 2.609519  -0.351
O 6.009103 -2.860833 3.680219  -0.058
H 4.158343 -0.746073 3.705009  0.079
H 3.606613 -2.456183 3.479979  0.073
H 3.495103 -1.257583 2.153779  0.051
H 6.063433 -1.454213 2.173399  0.098
H 5.252823 -2.932913 1.810569  0.091
H 6.747283 -2.329363 3.987189  0.086
C -0.733887 -1.676453 -3.746461  -0.050
C 0.573813 -2.070263 -4.429701  -0.348
O 0.478163 -3.010193 -5.431391  -0.059
H -1.155757 -2.487383 -3.152721  0.066
H -1.527477 -1.379783 -4.432241  0.065
H -0.566967 -0.787403 -3.138341  0.061
H 1.282913 -2.448413 -3.693301  0.111
H 1.125783 -1.236763 -4.864101  0.080
H 1.360753 -3.174973 -5.771211  0.089
C 6.301063 1.416917 -0.589041  -0.099
C 5.308673 0.330937 -0.511231  -0.293
O 4.084873 1.010097 -0.776001  -0.129
H 6.094973 2.112157 0.224759  0.073
H 6.137243 2.019947 -1.482141  0.074
H 7.338413 1.085737 -0.637291  0.082
H 5.348493 -0.102203 0.488219  0.100
H 5.555943 -0.418603 -1.263001  0.119
H 4.176603 1.516327 -1.586501  0.024
C -3.892947 0.915247 -4.014401  -0.084
C -4.951517 1.890937 -4.554641  -0.308
O -5.748777 1.259767 -5.555131  -0.078
H -3.336487 0.446747 -4.826161  0.056
H -4.397057 0.133887 -3.445671  0.069
H -3.093757 1.322797 -3.395291  0.063
H -4.649347 2.875857 -4.910651  0.105
H -5.548937 2.128707 -3.674491  0.101
H -6.683687 1.358957 -5.360951  0.079
C 3.485513 -5.136343 0.846729  -0.080
C 2.601683 -4.030073 0.302009  -0.381
O 3.358363 -3.140353 -0.382871  -0.072
H 4.152743 -4.744933 1.614649  0.054
H 4.020423 -5.690503 0.075449  0.079
H 2.860403 -5.812283 1.430209  0.074
H 2.135413 -3.537923 1.155519  0.103
H 1.899603 -4.551453 -0.348641  0.111
H 2.794863 -2.365253 -0.440251  0.022
C -1.159427 4.191517 0.979479  -0.071
C -1.491747 3.235057 2.130539  -0.282
O -1.361237 4.016707 3.327979  -0.090
H -1.892597 4.977927 0.800219  0.078
H -1.075867 3.674267 0.023669  0.052
H -0.165567 4.637967 1.011509  0.065
H -0.848517 2.362897 2.247509  0.089
H -2.494327 2.814187 2.054299  0.088
H -0.415007 4.128657 3.445099  0.076

Forces on atoms 1 to 6 (eV/Å):
C -0.638 0.430 -0.763
O -0.187 -0.386 2.008
C -0.934 -0.222 -0.253
C -0.440 -1.045 -0.090
C -0.526 -0.483 0.102
N 0.518 0.447 -0.589


Entry 5:
Here is an isolated molecule of C4H9N from the OMol25 dataset. Energies are from the ωB97M-V functional and the def2-TZVPD basis.

The value obtained for the LUMO energy is 0.0442 hartree. The charge is 0. For the energy above the lowest of the compared OMol25 structures with the same formula, charge and spin, the calculation gives 149.3 kJ/mol. Its spin multiplicity is 1.

Last column: Löwdin charge in e.
Positions of all 14 atoms, in Å:
C 1.926451 -1.067763 0.706543  -0.013
C 1.013696 -0.958839 -0.252998  -0.201
C -0.483925 -0.771769 -0.024985  -0.252
N -1.202445 0.376615 -0.702179  -0.138
C -0.912982 1.679554 -0.166489  -0.156
H 2.997127 -1.082212 0.420386  0.064
H 1.614939 -1.252011 1.699797  0.039
H 1.150234 -0.635005 -1.332153  0.119
H -0.581825 -0.764555 1.108803  0.118
H -0.856784 -1.716007 -0.372569  0.095
H -2.155694 0.078395 -0.801922  0.089
H -1.217309 1.845499 0.840068  0.051
H 0.170939 1.899487 -0.206886  0.081
H -1.462422 2.368610 -0.915418  0.106

Forces on atoms 1 to 6 (eV/Å):
C 0.807 -0.320 -2.134
C -1.092 2.933 -1.595
C 0.256 0.258 1.735
N 2.378 -2.764 0.502
C -0.590 0.994 -2.489
H -0.762 -0.091 0.523


> Which formula does entry 4 have?

C30H87N3O12